1.
Here is C20H24GdN5O2Sb as an isolated structure from OMol25. Energies are from ωB97M-V/def2-TZVPD.

Geometry as XYZ:
```
53
Properties=species:S:1:pos:R:3:mulliken_spin:R:1
Gd -0.20 0.19 0.05 7.354
Sb 2.55 -1.98 0.22 -0.011
O -2.53 0.23 -0.22 -0.040
O -4.53 0.98 0.28 -0.001
N 0.20 -1.16 -1.82 -0.080
N -1.46 2.40 0.97 -0.014
N 1.93 1.05 -0.38 -0.090
N -2.81 2.12 1.05 0.000
N 0.17 -1.25 2.00 -0.051
C -3.28 1.08 0.30 -0.007
C -5.21 -0.23 -0.34 0.000
C 1.26 -1.99 1.91 -0.006
C 1.21 3.04 -1.55 0.007
C 1.31 -2.52 -3.93 0.003
C 0.27 -1.60 -4.16 -0.005
C 4.53 1.84 -0.07 0.001
C 1.25 -1.96 -1.58 -0.026
C -0.39 -1.09 3.26 0.003
C -1.65 -0.31 3.33 -0.006
C 4.13 0.57 0.26 -0.001
C 1.81 -2.71 2.96 -0.002
C -0.37 -0.99 -3.03 -0.005
C 0.12 -1.74 4.32 -0.003
C 2.29 2.28 -0.79 -0.003
C 1.24 -2.55 4.24 0.001
C 2.85 0.16 0.04 -0.006
C 1.73 -2.69 -2.62 -0.005
C 3.63 2.70 -0.59 -0.002
C -1.62 -0.14 -3.15 0.007
H -2.24 -0.53 2.44 0.003
H 1.49 4.04 -1.70 0.000
H -2.24 -0.79 4.12 0.000
H -6.06 0.28 -0.75 0.000
H -5.46 -0.88 0.45 0.000
H -1.69 0.77 3.61 0.000
H 1.01 2.48 -2.47 0.001
H 5.56 2.09 0.16 0.000
H -2.16 -0.45 -4.01 0.001
H 2.56 -3.37 -2.49 -0.001
H -1.39 0.92 -3.26 -0.001
H 1.68 -3.07 5.05 0.000
H 1.88 -2.96 -4.75 0.000
H -0.39 -1.52 5.24 0.000
H -2.33 -0.30 -2.35 -0.005
H 2.74 -3.26 2.80 -0.001
H 4.77 -0.17 0.73 -0.001
H 3.94 3.70 -0.84 0.000
H -1.33 3.34 0.65 0.002
H -0.99 2.36 1.87 -0.003
H -3.44 2.57 1.70 0.000
H -0.05 -1.25 -5.16 -0.001
H -4.57 -0.71 -1.06 0.000
H 0.28 2.99 -0.97 -0.006
```

multiplicity	8
total charge	+3
<S²>	15.91
orbital gap (alpha / beta)	6.85 / 9.24	eV

2.
Here is an isolated ion of composition C10H13N2O3 and charge +1 from OMol25. Energies are from ωB97M-V/def2-TZVPD.

Geometry as XYZ:
```
28
Properties=species:S:1:pos:R:3:nbo_charge:R:1
O 2.24 -1.99 0.62 -0.492
O 1.40 -3.67 -0.57 -0.680
O -0.70 -1.93 1.52 -0.458
N -0.12 2.73 1.53 -0.397
N -0.23 -2.06 -1.81 -0.393
C 0.69 -1.42 -1.07 0.321
C -0.06 1.47 1.44 0.312
C 1.55 -2.36 -0.31 0.716
C 1.34 0.94 1.14 -0.499
C -0.91 -0.77 1.49 0.747
C 0.93 -0.02 -1.24 -0.406
C 1.32 0.92 -0.38 0.072
C -1.12 3.72 1.73 -0.452
C -1.45 -1.52 -2.47 -0.420
C -1.15 0.49 1.39 -0.617
H 1.43 0.06 1.64 0.236
H -0.16 -3.02 -1.69 0.428
H -1.42 -0.47 -2.34 0.230
H -2.27 -2.02 -1.92 0.247
H -2.18 3.41 1.99 0.180
H -0.82 4.59 2.48 0.240
H -2.11 0.89 1.38 0.291
H -1.40 -1.79 -3.53 0.248
H -1.25 4.20 0.77 0.225
H 0.74 0.31 -2.35 0.267
H 1.92 -4.24 -0.05 0.533
H 1.63 1.93 -0.83 0.251
H 2.14 1.63 1.43 0.270
```

SMILES	C/N=C(\C=C=O)C/C=C\C(=[NH+]/C)C(=O)O
total charge	+1
orbital gap	6.59	eV

3.
Here is a 2-piece molecular cluster, C3H2F2OS overall from OMol25. Energies are from ωB97M-V/def2-TZVPD.

Geometry as XYZ:
```
9
Properties=species:S:1:pos:R:3:nbo_charge:R:1
S 0.21 -1.54 0.17 1.235
F 2.57 -0.45 -0.66 -0.306
F 2.03 -0.02 1.48 -0.315
O 0.29 -2.17 -1.12 -0.752
C 1.61 -0.13 0.23 0.413
C -1.67 0.56 0.08 -0.243
C -2.59 1.31 -0.20 -0.435
H 1.12 0.81 0.06 0.177
H -3.57 1.63 -0.04 0.226
```

orbital gap (alpha / beta)	7.14 / 6.80	eV

4.
Here is the molecule C2H4N4O from OMol25. Energies are from ωB97M-V/def2-TZVPD.

Geometry as XYZ:
```
11
Properties=species:S:1:pos:R:3:nbo_charge:R:1
O -1.69 0.08 0.65 -0.316
N 0.59 0.26 1.04 -0.434
N -2.32 0.23 -0.62 -0.199
N -1.42 -0.26 -1.61 0.058
N -0.29 -0.27 -1.13 -0.215
C -0.38 0.06 0.27 0.556
C 1.88 0.05 0.54 -0.444
H 2.51 0.88 1.01 0.201
H -3.25 -0.30 -0.59 0.385
H 2.33 -0.84 0.98 0.209
H 2.05 0.11 -0.54 0.200
```

SMILES	C/N=c1\nn[nH]o1
orbital gap	9.49	eV

5.
Here is a 2-piece molecular cluster, C6H10O overall from OMol25. Energies are from ωB97M-V/def2-TZVPD.

Geometry as XYZ:
```
17
Properties=species:S:1:pos:R:3:nbo_charge:R:1
O -1.99 -1.49 0.13 -0.436
C 0.86 2.17 0.07 -0.605
C -0.07 -0.07 -0.95 -0.422
C -0.67 -0.90 0.17 0.061
C 0.75 0.66 0.15 -0.197
C -1.02 -2.31 0.45 0.282
C -0.19 0.07 1.23 -0.429
H -0.14 2.63 0.01 0.203
H -0.82 0.59 -1.39 0.216
H 0.26 -0.38 2.12 0.219
H -0.98 0.77 1.53 0.215
H 0.48 -0.58 -1.75 0.219
H -0.40 -3.10 -1.43 0.003
H 1.35 2.58 0.96 0.214
H -0.59 -3.34 -0.74 0.037
H 1.75 0.21 0.23 0.206
H 1.44 2.49 -0.80 0.212
```

orbital gap	9.93	eV

6.
Here is C36H54BF4GeOS4SiZr as an isolated structure from OMol25. Energies are from ωB97M-V/def2-TZVPD.

Geometry as XYZ:
```
103
Properties=species:S:1:pos:R:3:mulliken_charge:R:1
Zr -0.08 -0.18 0.18 0.793
Ge 0.80 -1.79 -1.94 1.116
S -2.61 1.46 -0.38 0.420
S -2.75 -2.61 -0.04 0.293
S 0.34 1.29 -2.07 -0.138
S 0.06 2.68 0.87 0.539
Si 0.42 2.36 3.25 -0.776
F 1.54 -1.94 0.97 0.328
F 3.52 -1.46 1.97 -0.146
F 3.37 -3.19 0.46 -0.129
F 1.69 0.55 0.65 -0.786
O -1.77 -1.39 0.05 -1.332
C 4.15 1.58 4.68 -0.828
C -2.99 -2.88 -1.82 0.370
C -4.95 -1.57 -1.18 -0.365
C -2.48 -0.65 3.30 -0.788
C 0.00 5.05 3.73 -0.344
C 2.78 -2.35 -4.62 0.447
C 4.97 2.42 3.95 -0.610
C -1.62 3.62 4.81 -0.431
C 0.15 -5.46 -4.97 -1.450
C -1.36 3.77 0.67 -1.093
C -0.46 0.69 3.18 1.254
C 2.78 1.54 4.42 -0.303
C -4.40 -1.89 0.20 -0.393
C -0.25 -4.64 -3.75 0.174
C -0.59 6.16 4.30 -0.665
C -2.66 2.98 0.61 -1.277
C -1.86 0.58 3.23 -0.178
C -1.29 1.44 -2.86 -0.929
C -4.49 -2.71 -2.08 -1.002
C 0.57 -3.69 -1.50 -0.331
C 3.07 3.21 2.70 -0.162
C 1.28 3.29 -0.32 -1.047
C 2.23 2.34 3.41 1.157
C 0.29 -0.50 3.15 -0.916
C -1.73 -1.81 3.30 -1.302
C 4.43 3.24 2.97 -1.030
C 0.82 -4.66 -2.67 -0.848
C -2.37 2.14 -2.05 -1.140
C -0.34 -1.74 3.20 -0.069
C 3.54 -3.31 -5.54 -1.616
C -0.51 3.76 3.96 0.995
C -1.69 6.01 5.13 -0.606
C 3.42 -2.23 -3.24 -1.073
C -2.20 4.74 5.39 -0.836
C 2.66 -1.28 -2.31 -0.489
C 0.79 3.03 -1.74 -1.350
B 2.86 -2.21 1.13 -0.067
H 4.44 -1.86 -3.36 0.635
H 1.37 -0.45 3.13 0.412
H -4.28 -1.05 0.88 0.154
H -1.18 -5.03 -3.34 0.317
H 3.51 -3.22 -2.79 0.248
H -2.47 1.47 3.26 0.442
H 0.89 5.18 3.12 0.326
H 1.06 -5.07 -5.43 0.237
H -0.45 -3.60 -4.06 0.061
H 3.19 -1.19 -1.34 0.351
H -0.64 -5.46 -5.73 0.416
H 0.25 -2.65 3.23 0.569
H 2.64 -0.28 -2.74 0.560
H 6.03 2.46 4.16 0.454
H -1.37 4.47 1.51 0.615
H -2.98 2.68 1.61 0.186
H -2.21 -2.78 3.40 0.439
H 0.33 -6.50 -4.69 0.350
H -2.00 2.65 5.07 0.548
H -3.45 3.62 0.21 0.775
H -0.08 3.65 -1.98 0.593
H -2.39 -2.10 -2.29 -0.014
H 2.67 3.88 1.96 0.409
H -3.04 4.63 6.06 0.465
H -4.65 -2.51 -3.14 0.435
H 1.28 -3.91 -0.69 0.544
H 2.18 2.72 -0.10 0.514
H -2.15 6.88 5.59 0.439
H 2.16 0.89 5.03 0.479
H 1.79 -4.44 -3.12 -0.008
H 3.58 -4.31 -5.11 0.320
H -3.32 2.06 -2.58 0.728
H -4.56 -0.61 -1.54 -0.059
H 1.47 4.35 -0.16 0.644
H 1.58 3.28 -2.44 0.660
H 5.07 3.92 2.41 0.476
H 3.07 -3.38 -6.52 0.397
H -6.04 -1.49 -1.15 0.528
H -2.17 3.21 -1.94 0.501
H 2.74 -1.36 -5.08 0.469
H -1.56 0.41 -3.10 0.118
H 0.90 -5.67 -2.27 0.596
H -0.42 -3.87 -1.07 0.395
H 4.56 0.97 5.47 0.475
H -0.18 7.15 4.12 0.470
H 4.57 -2.97 -5.68 0.420
H -1.14 1.96 -3.81 0.687
H -0.15 -1.35 -3.09 -0.266
H -2.58 -3.85 -2.08 0.145
H -5.02 -3.63 -1.84 0.373
H 1.74 -2.69 -4.52 -0.147
H -1.18 4.34 -0.24 0.751
H -3.56 -0.70 3.40 0.675
H -4.97 -2.67 0.70 0.652
```

total charge	+3
orbital gap	7.49	eV

What are the total energy values for these records? In order: -60021.9276, -19693.6938, -21454.0442, -10142.9682, -8426.3878, -160801.2817 eV.
What are the energy relative to the best compared isomer or geometry (same formula, charge and spin) values for these records? In order: 0.00, 43.88, 143.96, 96.08, 111.90, 28.04 kcal/mol.
What are the F_max values for these records? In order: 2.77, 4.28, 2.54, 3.36, 0.70, 0.48 eV/A.